Density functional theory data (ωB97M-V/def2-TZVPD) for 2 unconnected molecules or ions with the total composition C43H38F12N5O at a distorted geometry.

Last column: Löwdin charge in e.
Positions of all 99 atoms, in Å:
O  -3.211  1.703  3.155  0.05
C  -3.238  2.912  2.998  -0.51
N  -3.046  3.770  4.061  0.07
C  -2.565  3.238  5.315  -0.16
C  -1.065  2.957  5.281  -0.33
C  -0.236  4.245  5.080  -0.13
C  0.961  4.148  6.049  -0.15
C  0.726  2.890  6.906  -0.21
N  -0.608  2.363  6.563  -0.02
N  -3.424  3.495  1.754  0.14
C  -3.705  2.809  0.564  -0.18
C  -3.645  3.481  -0.653  0.05
C  -3.998  2.851  -1.823  -0.11
C  -3.871  3.588  -3.139  -0.57
F  -4.823  3.146  -3.982  0.15
F  -4.018  4.905  -2.911  0.14
F  -2.649  3.341  -3.646  0.15
C  -4.438  1.542  -1.800  0.04
C  -4.494  0.857  -0.603  -0.09
C  -5.003  -0.568  -0.580  -0.57
F  -5.044  -0.993  0.696  0.14
F  -6.237  -0.592  -1.119  0.15
F  -4.168  -1.335  -1.304  0.15
C  -4.111  1.478  0.565  0.06
H  -2.865  4.760  3.892  0.14
H  -2.802  3.933  6.126  0.13
H  -3.118  2.315  5.516  0.12
H  -0.849  2.248  4.467  0.13
H  0.087  4.359  4.038  0.11
H  -0.858  5.115  5.314  0.11
H  1.908  4.077  5.502  0.10
H  1.025  5.044  6.679  0.11
H  1.494  2.128  6.728  0.09
H  0.743  3.127  7.976  0.10
H  -0.639  1.340  6.542  0.08
H  -3.409  4.509  1.725  0.15
H  -3.333  4.509  -0.690  0.13
H  -4.750  1.059  -2.714  0.14
H  -4.149  0.929  1.492  0.11
F  7.388  2.547  1.792  0.15
C  6.215  1.957  1.489  -0.58
F  5.252  2.360  2.340  0.15
F  5.866  2.228  0.217  0.14
C  6.378  0.437  1.629  -0.01
N  5.083  -0.226  1.430  -0.02
C  4.804  -0.746  0.112  -0.23
C  5.065  -2.087  -0.170  -0.01
C  4.943  -2.569  -1.452  -0.07
C  4.532  -1.732  -2.471  -0.07
C  4.236  -0.410  -2.199  -0.06
C  4.368  0.083  -0.921  -0.03
C  4.142  -0.279  2.496  -0.16
C  2.778  -0.063  2.256  0.03
C  1.853  -0.204  3.252  0.02
C  2.233  -0.630  4.544  -0.20
C  1.251  -0.858  5.536  0.11
C  1.396  -1.629  6.718  -0.20
C  0.503  -1.432  7.793  0.01
C  0.626  -2.137  8.955  0.01
C  1.609  -3.121  9.103  -0.16
N  1.744  -3.852  10.316  -0.01
C  1.749  -3.106  11.587  -0.01
C  3.097  -2.402  11.817  -0.58
F  2.979  -1.584  12.882  0.15
F  4.032  -3.342  12.047  0.14
F  3.399  -1.694  10.713  0.15
C  2.216  -5.217  10.302  -0.22
C  3.580  -5.511  10.268  -0.04
C  4.016  -6.811  10.147  -0.06
C  3.105  -7.844  10.057  -0.07
C  1.751  -7.571  10.089  -0.07
C  1.308  -6.273  10.205  -0.01
C  2.462  -3.368  8.019  0.03
C  2.376  -2.636  6.867  0.01
C  3.615  -0.790  4.792  0.00
C  4.537  -0.610  3.800  0.02
H  7.079  0.083  0.873  0.15
H  6.790  0.200  2.609  0.13
H  5.391  -2.729  0.630  0.12
H  5.185  -3.597  -1.663  0.11
H  4.463  -2.106  -3.480  0.11
H  3.917  0.242  -2.995  0.11
H  4.174  1.120  -0.707  0.11
H  2.468  0.250  1.274  0.12
H  0.811  -0.020  3.052  0.13
H  0.277  -0.438  5.349  0.12
H  -0.269  -0.689  7.700  0.12
H  -0.064  -1.962  9.761  0.12
H  0.960  -2.354  11.581  0.13
H  1.558  -3.791  12.412  0.15
H  4.284  -4.700  10.339  0.11
H  5.072  -7.023  10.112  0.11
H  3.449  -8.863  9.967  0.11
H  1.040  -8.378  10.013  0.11
H  0.254  -6.055  10.211  0.12
H  3.206  -4.134  8.123  0.12
H  3.028  -2.861  6.042  0.12
H  3.945  -1.012  5.793  0.12
H  5.582  -0.760  4.000  0.12

Output
**HOMO level**: -0.38522 hartree
**Total charge**: +1
**Orbital gap**: 5.459 eV



Density functional theory data (ωB97M-V/def2-TZVPD) for a molecular structure, C32H47N2O2P2Pd at a distorted geometry.

Last column: Mulliken spin population.
Positions of all 86 atoms, in Å:
C  -1.282  -1.431  -1.515  0.03
C  0.739  -2.496  -0.753  -0.05
C  -1.493  -2.395  -2.496  0.13
C  0.490  -3.547  -1.709  0.20
C  -0.588  -3.489  -2.565  -0.02
H  -2.354  -2.319  -3.166  0.00
H  1.203  -4.375  -1.759  0.00
H  -0.747  -4.284  -3.302  0.00
N  -0.230  -1.483  -0.643  0.10
P  -2.410  0.036  0.504  0.13
P  2.299  -0.895  0.807  0.23
C  -2.263  -0.289  -1.330  0.06
H  -1.860  0.638  -1.773  0.01
H  -3.222  -0.507  -1.825  0.00
C  1.905  -2.440  0.020  0.53
H  2.666  -3.210  -0.147  -0.04
C  3.452  0.059  -0.432  0.05
C  3.330  -1.290  2.368  0.04
C  -3.359  1.683  0.718  0.07
C  -3.495  -1.451  1.074  0.07
C  3.481  1.558  -0.065  0.03
H  4.123  1.746  0.810  0.00
H  3.891  2.142  -0.911  0.00
H  2.478  1.943  0.171  -0.01
C  4.895  -0.469  -0.530  0.03
H  5.482  -0.281  0.383  0.00
H  4.917  -1.550  -0.752  -0.01
H  5.407  0.050  -1.363  0.01
C  2.808  -0.164  -1.821  0.03
H  3.213  0.577  -2.536  0.00
H  3.038  -1.175  -2.195  0.00
H  1.713  -0.072  -1.803  -0.02
C  4.007  -0.011  2.897  0.01
H  3.273  0.804  3.022  0.00
H  4.454  -0.220  3.887  0.00
H  4.816  0.343  2.237  0.00
C  2.377  -1.814  3.455  0.06
H  1.720  -1.016  3.831  -0.03
H  1.755  -2.643  3.081  0.00
H  2.978  -2.188  4.305  0.00
C  4.366  -2.401  2.095  0.03
H  5.104  -2.131  1.327  0.00
H  4.917  -2.609  3.032  0.01
H  3.865  -3.334  1.788  -0.01
C  -3.944  -1.228  2.533  0.00
H  -4.418  -2.156  2.903  0.00
H  -3.098  -0.997  3.198  0.00
H  -4.692  -0.422  2.612  0.00
C  -2.663  -2.754  0.983  0.01
H  -2.471  -3.039  -0.062  0.01
H  -1.700  -2.694  1.505  -0.01
H  -3.255  -3.561  1.453  0.00
C  -4.734  -1.667  0.178  0.02
H  -5.280  -2.551  0.559  0.00
H  -5.433  -0.820  0.181  0.00
H  -4.449  -1.890  -0.864  0.00
C  -2.585  2.756  -0.076  0.00
H  -2.579  2.560  -1.162  0.00
H  -3.080  3.732  0.084  0.00
H  -1.547  2.835  0.280  0.01
C  -3.292  2.083  2.209  0.02
H  -2.251  2.092  2.568  0.00
H  -3.706  3.103  2.322  0.00
H  -3.877  1.410  2.853  0.00
C  -4.819  1.657  0.233  0.02
H  -4.906  1.302  -0.809  0.00
H  -5.457  1.028  0.874  0.00
H  -5.226  2.685  0.272  0.01
Pd  0.000  0.000  0.990  0.24
C  -0.395  -1.103  2.532  0.33
O  -0.717  -1.674  3.506  0.76
N  0.259  1.331  -0.583  0.01
C  0.376  2.062  -1.497  0.02
C  0.539  2.899  -2.630  0.00
C  0.312  4.295  -2.537  0.01
C  0.936  2.327  -3.866  0.01
C  0.482  5.098  -3.668  0.00
H  0.009  4.729  -1.580  0.00
C  1.098  3.147  -4.985  0.00
H  1.115  1.250  -3.927  0.00
C  0.873  4.530  -4.891  0.03
H  0.308  6.176  -3.594  0.00
H  1.406  2.704  -5.938  0.00
H  1.004  5.167  -5.772  0.00
O  0.000  0.000  4.208  0.41
C  0.000  0.000  2.990  0.41

Output
**Energy relative to the best compared isomer or geometry (same formula, charge and spin)**: 103.04 kcal/mol
**2S+1**: 5
**HOMO level (alpha / beta)**: -0.60997 / -0.64245 hartree
**Total charge**: +3
**Orbital gap (alpha / beta)**: 5.850 / 3.689 eV



Density functional theory data (ωB97M-V/def2-TZVPD) for a single C19H22N2O4 molecule.

Last column: natural (NBO) charge in e.
Positions of all 47 atoms, in Å:
C  2.832  -3.399  2.453  -0.25
O  1.859  -3.482  1.442  -0.51
C  0.761  -2.658  1.513  0.21
C  0.553  -1.760  2.553  -0.30
C  -0.561  -0.941  2.597  -0.17
C  -1.512  -1.004  1.593  -0.03
C  -2.710  -0.092  1.611  -0.51
C  -2.310  1.196  0.913  0.67
O  -1.848  2.171  1.470  -0.63
N  -2.524  1.178  -0.422  -0.45
N  -2.038  2.231  -1.201  -0.45
C  -1.798  2.030  -2.520  0.66
O  -2.180  1.027  -3.089  -0.64
C  -1.025  3.158  -3.167  -0.48
C  0.478  2.814  -3.112  -0.41
C  0.877  2.438  -1.712  -0.04
C  0.967  1.102  -1.342  -0.18
C  1.246  0.750  -0.034  -0.21
C  1.431  1.730  0.925  -0.22
C  1.350  3.065  0.567  -0.18
C  1.075  3.415  -0.743  -0.25
C  -1.311  -1.892  0.549  -0.26
C  -0.197  -2.725  0.483  0.33
O  -0.183  -3.528  -0.617  -0.51
C  0.880  -4.416  -0.875  -0.24
H  3.596  -4.124  2.177  0.20
H  2.421  -3.664  3.433  0.18
H  3.281  -2.402  2.502  0.18
H  1.274  -1.690  3.351  0.22
H  -0.682  -0.249  3.415  0.21
H  -3.556  -0.550  1.100  0.23
H  -2.983  0.149  2.638  0.24
H  -2.709  0.346  -0.970  0.43
H  -1.567  2.930  -0.636  0.43
H  -1.340  3.256  -4.206  0.24
H  -1.218  4.092  -2.639  0.21
H  0.671  1.978  -3.786  0.22
H  1.050  3.678  -3.456  0.22
H  0.806  0.332  -2.083  0.21
H  1.305  -0.293  0.239  0.22
H  1.632  1.454  1.949  0.21
H  1.492  3.834  1.311  0.21
H  1.010  4.459  -1.019  0.21
H  -2.024  -1.979  -0.256  0.22
H  0.618  -4.902  -1.815  0.19
H  0.979  -5.170  -0.091  0.18
H  1.830  -3.889  -0.991  0.18

Output
**Energy relative to the best compared isomer or geometry (same formula, charge and spin)**: 55.80 kcal/mol
**HOMO level**: -0.30125 hartree
**SMILES string**: COc1ccc(CC(=O)NNC(=O)CCc2ccccc2)cc1OC
**Total charge**: 0
**Orbital gap**: 8.913 eV